The following is a DFT calculation (wB97M-V/def2-TZVPD) of an isolated ion of composition C7H13N2S and charge +1 in a non-equilibrium geometry.

Values from the calculation:
F_max: 5.05 eV Å⁻¹
Net charge: +1
Energy: -21275.1790 eV
HOMO-LUMO gap: 8.07 eV

XYZ file:
```
23
Properties=species:S:1:pos:R:3:forces:R:3:mulliken_charge:R:1
C 0.583019 0.430491 2.231104 0.3 -0.5 -0.3 0.055
C -1.358065 1.150567 1.383805 -0.4 -0.1 -0.8 0.467
C 1.008411 -0.120850 0.917754 1.6 2.9 -1.2 -0.549
C -0.255904 -2.522589 -0.550420 0.5 -0.1 5.0 -1.254
C 0.578375 2.096879 -1.338170 4.5 -1.3 0.9 -1.191
C -0.921490 -1.203338 0.006261 -1.5 -1.4 1.6 -0.550
C 0.127631 0.601710 -1.327559 -0.8 2.4 -1.7 -0.526
N -0.575642 0.969313 2.369891 2.8 -0.5 1.8 -0.299
N -0.095252 0.011900 0.007768 -0.3 -0.2 -1.2 0.307
S -2.723972 1.649588 0.965673 -1.0 0.4 -1.0 -0.109
H 1.317912 0.181996 3.000343 -0.7 0.7 0.6 0.414
H 2.009507 0.415173 0.544951 -2.2 -0.6 0.7 0.406
H 1.401220 -1.076741 1.132402 0.0 -1.7 -0.1 0.398
H 0.814429 -2.398108 -0.639483 0.5 0.1 0.4 0.374
H -0.440300 -3.458018 0.176392 0.3 2.2 -1.8 0.273
H -0.521939 -2.728718 -1.495399 -1.6 -0.9 -3.3 0.420
H 0.482961 2.492536 -2.320499 -0.3 0.3 -0.8 0.429
H 0.042038 2.646868 -0.647356 -1.4 1.3 1.2 0.335
H 1.763295 2.354363 -1.038329 -3.0 -1.1 -0.7 0.245
H -1.231081 -1.316322 1.133357 0.6 -0.3 -2.0 0.302
H -1.909461 -1.017176 -0.497517 1.1 0.1 0.2 0.450
H 0.732936 0.098800 -2.085960 0.4 -0.8 0.8 0.309
H -0.828628 0.741677 -1.929009 0.4 -0.9 1.4 0.295
```
Positions in Å, forces in eV/Å.

The following is a DFT calculation (wB97M-V/def2-TZVPD) of an isolated ion of composition C7H13N3 and charge +2 in a non-equilibrium geometry.

Values from the calculation:
F_max: 5.50 eV Å⁻¹
Net charge: +2
Energy: -11916.4915 eV
⟨S²⟩: 2.017
Multiplicity: 3
HOMO-LUMO gap (alpha / beta): 9.60 / 7.44 eV

XYZ file:
```
23
Properties=species:S:1:pos:R:3:forces:R:3:mulliken_charge:R:1
C 0.073308 -0.991019 -0.424829 1.0 -1.5 -2.0 -0.201
C 0.597947 0.073347 -1.012976 -1.6 -0.7 0.0 0.596
C -0.405616 0.490330 1.569846 1.0 0.1 -0.1 0.477
C 0.102962 -2.246668 -1.283076 -2.1 0.0 -1.0 -0.553
C 0.568531 1.465153 -0.508066 -1.7 -3.9 2.6 -0.862
C 0.878677 -0.228346 -2.466967 -0.3 2.4 -1.5 -0.672
C -1.485496 1.211852 3.583453 -4.1 -1.7 -3.2 -0.800
N 0.175825 1.446183 0.951141 0.3 0.0 -1.6 -0.246
N -0.840006 0.192904 2.733220 0.7 2.0 -0.5 -0.145
N 0.761289 -1.729255 -2.599153 -2.4 0.9 1.2 -0.102
H 0.768560 -3.036969 -0.960323 -0.4 -0.3 0.5 0.337
H -0.963593 -2.622794 -1.667088 2.3 0.6 1.5 0.321
H 1.464562 1.911486 -0.497237 3.5 1.7 -0.4 0.513
H -0.139565 2.051757 -0.928485 -2.1 1.8 -2.0 0.425
H 0.037262 0.272843 -3.133288 1.9 -1.1 1.2 0.313
H 1.881967 0.286814 -2.688700 -1.3 -1.5 -0.4 0.358
H -1.157993 1.167227 4.530600 0.7 -0.6 3.5 0.350
H -2.600546 0.986132 3.358337 1.6 0.4 1.5 0.327
H -1.398808 2.200638 3.254388 0.9 1.3 -1.1 0.334
H 0.680071 2.243185 1.263777 -0.1 0.8 2.1 0.263
H -0.694335 -0.759003 2.992172 -0.5 -0.7 0.7 0.255
H 1.534142 -2.286742 -2.741333 3.2 -0.7 -0.2 0.332
H 0.160853 -2.099054 -3.325416 -0.5 0.9 -0.7 0.380
```
Positions in Å, forces in eV/Å.

The following is a DFT calculation (wB97M-V/def2-TZVPD) of one molecule with the formula C7H13N3O4 in a non-equilibrium geometry.

Values from the calculation:
F_max: 2.41 eV Å⁻¹
SMILES: NCC(=O)N[C@@H](CCC(N)=O)C(=O)O
Energy: -20131.4637 eV
HOMO-LUMO gap: 9.86 eV

XYZ file:
```
27
Properties=species:S:1:pos:R:3:forces:R:3:mulliken_charge:R:1
N -2.760007 -1.602234 -1.274229 -0.7 -0.8 0.8 -0.598
C -3.377584 -0.960886 -0.047523 1.3 -1.3 -0.5 -0.415
C -2.366948 -0.065250 0.671261 0.9 -0.9 -0.8 0.421
O -2.588612 0.610720 1.646388 -0.9 0.1 0.5 -0.667
N -1.134118 -0.133497 0.097207 0.8 0.8 0.8 -0.168
C -0.079734 0.706929 0.690290 -0.3 -0.7 -0.8 -0.152
C 1.198475 0.002486 1.060982 0.1 -0.4 1.2 -0.944
C 1.797512 -0.756444 -0.108628 0.1 -0.4 -0.5 -0.495
C 3.349255 -0.777932 0.012045 -1.8 -1.6 0.3 0.079
N 3.807801 0.442340 -0.195532 1.4 1.6 -0.5 -0.249
O 4.004730 -1.753326 0.319818 0.1 0.1 -0.1 -0.648
C 0.220671 1.883010 -0.203369 0.9 0.1 0.4 0.459
O 1.326366 2.296667 -0.503930 -0.6 -0.3 0.1 -0.649
O -0.891021 2.502599 -0.552275 0.2 2.2 -1.0 -0.429
H -3.205266 -1.348009 -2.155562 -0.1 0.1 0.5 0.202
H -2.852856 -2.628269 -1.177315 0.2 1.0 -0.3 0.207
H -4.146468 -0.302956 -0.325366 -1.4 0.6 -0.3 0.304
H -3.751186 -1.755482 0.636498 0.2 0.8 -0.3 0.291
H -1.080083 -0.573937 -0.806698 0.1 -0.2 0.0 0.472
H -0.582834 1.083333 1.564161 0.0 0.5 0.5 0.508
H 0.995820 -0.764128 1.845361 0.0 0.7 -0.3 0.422
H 1.899489 0.736390 1.514818 -0.5 -0.4 -0.4 0.439
H 1.531660 -0.294834 -1.087031 0.2 -0.2 0.6 0.393
H 1.292477 -1.733953 -0.058604 0.9 0.0 -0.4 0.385
H 3.157060 1.178739 -0.432748 0.2 0.1 0.0 0.204
H 4.807672 0.626843 -0.200217 -0.5 -0.1 0.1 0.228
H -0.572272 3.381071 -0.929809 -0.7 -1.4 0.3 0.398
```
Positions in Å, forces in eV/Å.

The following is a DFT calculation (wB97M-V/def2-TZVPD) of an isolated ion of composition C7H13N4 and charge +1 in a non-equilibrium geometry.

Values from the calculation:
F_max: 4.57 eV Å⁻¹
Net charge: +1
SMILES: CC1=N[C@H]2C=NC[NH2+][C@@]2(C)N1
Energy: -13421.5117 eV
HOMO-LUMO gap: 10.01 eV

XYZ file:
```
24
Properties=species:S:1:pos:R:3:forces:R:3:mulliken_charge:R:1
C 2.817645 -1.129721 0.670132 1.9 -1.1 0.5 -1.081
C 1.583802 -0.715893 -0.032633 -0.7 -0.8 1.7 0.481
N 0.889483 -1.314107 -0.904743 0.5 0.0 0.0 -0.641
C -0.314718 -0.478953 -1.195661 1.7 -1.3 3.2 -0.182
C -1.357561 -1.534112 -0.821874 0.5 3.4 1.1 -0.392
N -1.991564 -1.619516 0.245812 -0.2 0.0 0.5 -0.481
C -1.907116 -0.574820 1.192990 4.0 -1.8 1.1 -0.474
N -1.521029 0.752299 0.567625 0.2 -0.7 0.0 -0.311
C -0.107346 0.802793 -0.273425 -2.6 -0.8 -2.2 0.640
C -0.153062 2.173767 -1.023548 3.2 -2.4 0.2 -1.370
N 1.026532 0.472985 0.421160 -1.3 1.3 0.6 -0.172
H 3.560480 -0.572070 0.051255 0.3 -0.7 0.8 0.295
H 3.041965 -2.268026 0.633943 -0.5 2.1 -0.3 0.307
H 2.954735 -0.806101 1.777132 -0.7 -0.3 -2.0 0.325
H -0.191805 -0.323928 -2.193094 -0.5 1.0 -3.0 0.539
H -1.451839 -2.317431 -1.430924 -0.1 -2.9 -2.8 0.564
H -2.841769 -0.572518 1.590830 -2.7 1.1 1.5 0.433
H -1.177023 -0.997555 2.065240 -1.4 1.7 -2.0 0.307
H -2.290929 0.933082 -0.086156 0.3 0.1 -0.2 0.410
H -1.555910 1.523740 1.205261 0.1 0.4 0.9 0.367
H -0.569789 2.907356 -0.441390 -1.2 1.9 1.4 0.464
H -0.742988 1.983241 -1.893317 0.0 0.5 -0.9 0.412
H 0.961419 2.483410 -1.161710 -2.1 -0.6 -0.5 0.344
H 1.338388 1.192079 1.037092 1.2 -0.2 0.4 0.216
```
Positions in Å, forces in eV/Å.

The following is a DFT calculation (wB97M-V/def2-TZVPD) of a 2-piece molecular cluster, C7H13N4O2 overall in a non-equilibrium geometry.

Values from the calculation:
F_max: 4.11 eV Å⁻¹
Net charge: +1
Energy: -17515.6499 eV
HOMO-LUMO gap: 8.36 eV

XYZ file:
```
26
Properties=species:S:1:pos:R:3:forces:R:3:mulliken_charge:R:1
C 2.962942 1.384916 0.403948 -1.9 3.3 1.5 -0.832
C 3.189179 0.093007 0.217383 0.1 -3.3 -0.8 0.403
C 1.525733 1.487944 0.312966 1.2 1.7 0.0 0.458
C -0.952055 -0.394452 0.889276 0.4 -0.8 1.1 1.006
C 1.543180 -1.819433 -0.457734 2.6 -1.7 2.2 -1.058
C -3.796104 -0.332952 -0.604826 -0.2 -1.6 -1.2 -0.858
C -1.710428 0.508846 0.286945 -0.9 0.4 -0.3 -0.975
N 2.001184 -0.529891 -0.026418 -0.7 0.2 -1.0 0.381
N 0.983902 0.352685 -0.068276 -1.0 1.4 1.5 -0.488
N 4.388236 -0.580503 0.148055 0.4 0.0 0.3 -0.513
N -3.200624 0.369265 0.546367 0.9 -0.2 -0.1 -0.088
O 0.762245 2.583144 0.606522 -1.1 -2.5 -0.4 -0.477
O -0.740620 -1.268417 1.637900 0.2 0.8 -0.6 -0.433
H 3.608392 2.123577 0.910293 -0.3 -0.6 -0.8 0.295
H 0.558018 -1.822003 -0.804686 -1.2 0.6 -1.1 0.327
H 2.269876 -2.243460 -1.143315 -0.2 -0.3 -0.1 0.385
H 1.455939 -2.415639 0.477703 0.4 -0.3 -0.7 0.363
H -3.781914 0.023659 -1.638176 1.4 1.5 0.4 0.351
H -3.214511 -1.256222 -0.700135 -1.0 -0.3 0.3 0.356
H -4.864253 -0.355960 -0.576372 -0.8 -1.0 1.1 0.388
H -1.436780 0.951919 -0.655181 -0.1 0.3 0.3 0.385
H 1.230083 3.387778 0.575691 1.2 1.3 -0.1 0.340
H 5.150042 0.108526 0.221397 -0.3 -1.1 0.2 0.258
H 4.459877 -1.416566 0.743986 0.2 0.8 -0.5 0.242
H -3.651248 1.271682 0.595161 0.2 0.6 0.4 0.359
H -3.391696 -0.128607 1.477375 0.3 0.7 -1.8 0.426
```
Positions in Å, forces in eV/Å.

The following is a DFT calculation (wB97M-V/def2-TZVPD) of a 2-piece molecular cluster, C7H13N5 overall in a non-equilibrium geometry.

Values from the calculation:
F_max: 5.07 eV Å⁻¹
Net charge: +2
Energy: -14902.1822 eV
HOMO-LUMO gap (alpha / beta): 7.87 / 7.87 eV

XYZ file:
```
25
Properties=species:S:1:pos:R:3:forces:R:3:mulliken_charge:R:1
C -2.559301 -1.013033 -0.542573 2.3 1.7 -0.9 -0.647
C -3.520731 0.483073 0.705322 -1.3 0.9 1.6 -0.244
C -1.677184 0.058007 -0.387192 1.1 -1.7 -1.6 0.239
C 3.606761 -0.344406 0.044351 0.0 0.7 1.5 0.051
C 1.171755 -0.905231 0.254522 -2.1 1.9 -2.5 0.347
C 0.270451 1.602309 -0.992790 -0.4 2.8 0.8 -1.383
C -0.354380 0.284228 -1.009191 2.1 -1.7 1.9 0.031
N -2.329468 0.941087 0.412728 2.3 3.6 0.9 -0.055
N -3.667497 -0.661966 0.090556 -1.9 -1.5 0.5 -0.007
N 4.307610 0.417717 0.870692 3.1 -0.3 -4.0 -0.327
N 0.507508 -1.845006 0.872730 -0.2 -0.9 0.4 -0.278
N 2.372338 -0.613521 0.081474 -2.1 -0.5 1.2 -0.162
H -2.528732 -1.855065 -1.169654 0.2 -0.9 -0.6 0.490
H -4.170810 0.890030 1.473302 -0.1 0.1 -0.5 0.408
H 4.094073 -0.854080 -0.707173 1.6 -0.5 -1.8 0.389
H -0.530447 2.308605 -1.350369 0.5 -0.1 0.6 0.455
H 1.014728 1.806152 -1.799436 -0.1 -0.7 1.1 0.324
H 0.599811 1.885665 0.069418 -0.2 0.1 -1.8 0.312
H -0.069300 -0.141777 -1.945422 -0.8 -1.3 -0.4 0.450
H -4.470520 -1.284713 0.047203 -0.2 0.5 0.6 0.246
H 5.262482 0.719984 0.496907 -1.8 -0.8 1.1 0.285
H 4.071291 0.704419 1.749699 -1.2 1.0 2.5 0.218
H -0.527956 -1.872209 0.728484 1.6 -0.2 0.4 0.201
H 1.024623 -2.636527 1.299963 -0.9 0.6 -0.2 0.259
H -1.897099 1.926258 0.706439 -1.5 -2.9 -0.7 0.397
```
Positions in Å, forces in eV/Å.

The following is a DFT calculation (wB97M-V/def2-TZVPD) of an isolated ion of composition C7H13N6O2 and charge +1 in a non-equilibrium geometry.

Values from the calculation:
F_max: 7.25 eV Å⁻¹
Net charge: +1
SMILES: [H]/N=C(N[C@H](C1CC1)N(N)C#[NH+])/C(O)=N/O
Energy: -20492.3866 eV
HOMO-LUMO gap: 9.32 eV

XYZ file:
```
28
Properties=species:S:1:pos:R:3:forces:R:3:mulliken_charge:R:1
H 2.344811 0.476284 -3.228104 -0.8 0.6 0.2 0.236
N 2.498070 0.199798 -2.271850 0.5 -0.9 -0.1 -0.720
C 1.637318 -0.132195 -1.405523 0.5 0.8 -1.3 0.557
N 0.270053 0.151490 -1.524286 2.8 -1.2 2.4 -0.098
C -0.563439 0.187657 -0.454628 -1.9 -0.3 0.2 -0.395
C -0.227260 1.005767 0.742478 -1.4 -1.1 0.2 -0.262
C -0.575923 2.453143 0.853357 2.6 0.9 0.6 -0.625
C -1.369737 1.531457 1.575522 -1.7 -1.4 2.3 -0.645
N -0.798424 -1.386597 0.029275 -1.8 2.1 2.6 0.511
N -0.703312 -2.351433 -0.919927 2.4 -1.0 -1.4 -0.921
C -1.347782 -1.582195 1.175997 0.4 0.0 0.3 0.451
N -1.684082 -1.726261 2.318024 2.4 0.2 -2.6 -0.276
C 2.336236 -0.958230 -0.271338 0.0 1.9 -2.0 0.281
O 3.641501 -1.019291 -0.557700 -1.1 -3.7 6.1 -0.579
N 1.604418 -1.431203 0.630239 0.6 -0.2 -0.2 -0.091
O 2.047864 -2.336022 1.517217 1.9 -1.4 1.7 -0.501
H -0.187531 0.339256 -2.348115 -0.1 0.2 -2.5 0.214
H -1.511885 0.457500 -0.948307 -0.2 -0.1 1.0 0.555
H 0.480153 0.530663 1.345409 1.6 0.0 0.7 0.589
H -0.917190 2.923134 0.004795 -1.1 0.9 -1.8 0.274
H 0.148524 3.068479 1.359829 0.1 0.0 0.2 0.232
H -1.456789 1.409649 2.671342 1.2 0.3 -0.5 0.299
H -2.359497 1.358311 1.280409 -1.3 -0.2 -1.2 0.315
H 0.159437 -2.949983 -0.869800 -0.4 1.4 0.3 0.260
H -1.402520 -2.998815 -0.779488 -2.3 -1.5 0.0 0.260
H -2.547277 -1.801368 2.763373 -1.7 -0.1 0.7 0.325
H 3.688395 -0.556909 -1.324736 0.8 2.8 -4.8 0.379
H 3.050490 -2.522984 1.599651 -1.8 1.0 -0.9 0.375
```
Positions in Å, forces in eV/Å.

The following is a DFT calculation (wB97M-V/def2-TZVPD) of an isolated ion of composition C7H13N6O2 and charge +1 in a non-equilibrium geometry.

Values from the calculation:
F_max: 4.43 eV Å⁻¹
Net charge: +1
SMILES: NC(=[NH2+])c1nc(CO)cnc1N[C@H](N)O
Energy: -20497.9059 eV
HOMO-LUMO gap: 9.02 eV

XYZ file:
```
28
Properties=species:S:1:pos:R:3:forces:R:3:mulliken_charge:R:1
N 0.639168 2.437728 0.286035 2.2 1.5 -0.6 -0.407
C 0.951160 1.311405 -0.379721 -2.9 1.2 -0.2 0.705
N 1.679746 1.495178 -1.497689 -0.7 -4.3 0.7 -0.307
C -0.150424 0.220377 -0.220847 1.2 0.5 -0.5 0.553
N -1.307220 0.752771 0.029178 -1.5 0.4 0.7 -0.426
C -2.377436 -0.033069 0.121791 0.5 0.7 -0.1 0.182
C -3.676189 0.642505 0.515730 1.6 -1.0 1.7 -0.425
O -4.762398 -0.167384 0.208618 0.0 -0.3 -0.6 -0.491
C -2.247922 -1.350137 -0.256710 0.3 0.6 0.0 -0.402
N -1.114018 -1.970644 -0.491701 1.6 1.2 0.5 -0.654
C -0.029412 -1.170456 -0.340387 0.9 -0.7 -0.6 0.304
N 1.223632 -1.761371 -0.384086 1.1 -0.2 1.1 -0.217
C 2.497528 -0.984366 -0.001759 -0.8 -0.3 -1.4 0.029
N 3.456650 -1.759072 0.581512 1.2 -0.7 0.0 -0.468
O 2.135652 0.211177 0.778440 1.0 -1.1 0.0 -0.525
H -0.069017 2.526434 0.957603 -1.3 -0.8 0.7 0.220
H 1.146655 3.357016 0.237637 -0.3 -1.8 -0.5 0.235
H 2.032486 2.374216 -1.603607 1.5 2.5 -0.7 0.193
H 2.147012 0.669531 -1.921356 -0.7 1.4 0.2 0.248
H -3.647423 0.688594 1.682352 0.1 1.0 -1.9 0.210
H -3.577505 1.551565 -0.081462 -0.8 0.5 0.7 0.355
H -5.495124 0.426291 0.104162 -0.9 0.1 -0.1 0.314
H -3.138778 -1.815235 -0.456447 -1.9 -1.8 -0.2 0.591
H 1.210244 -2.792020 -0.199007 0.3 1.4 -0.4 0.315
H 2.979898 -0.609238 -0.930224 -0.6 0.2 0.6 0.078
H 4.435647 -1.842476 0.269518 -1.3 0.4 0.1 0.224
H 3.185802 -2.364229 1.310700 -0.1 -0.7 0.8 0.203
H 1.871586 -0.045092 1.681726 0.1 0.0 -0.3 0.364
```
Positions in Å, forces in eV/Å.

Values of relative energy (zero: lowest compared OMol25 entry of this formula, charge and spin), in order: 431.2; 248.9; 65.3; 307.0; 278.2; 91.6; 557.3; 24.8, all in kJ/mol.